# C5H9NO

C5H9NO in the gas phase in a non-equilibrium geometry (ωB97M-V/def2-TZVPD, OMol25).

Summary:
**Max |F|**: 3.1 eV Å⁻¹
**Kohn-Sham gap**: 10.10 eV
**SMILES**: [H]/N=C1/CCCCO1
**Relative energy (zero: lowest compared OMol25 entry of this formula, charge and spin)**: 284.2 kJ/mol
**HOMO level**: -9.1695 eV
**Multiplicity**: 1

Each line ends with the Löwdin charge.
Positions of all 16 atoms, in Å:
N -2.35638 -0.29137 -0.33500  0.15
C -1.14916 -0.11070 -0.66076  -0.53
C -0.60197 1.22678 -0.62611  -0.10
C 0.06817 0.81455 0.75579  -0.17
C 1.26063 -0.13284 0.62422  -0.15
C 0.89525 -1.36814 -0.21149  -0.17
O -0.20966 -1.05781 -1.06177  -0.05
H -2.54120 -1.26948 -0.16503  0.05
H 0.16979 1.47908 -1.37316  0.14
H -1.34574 2.03270 -0.51944  0.13
H -0.58483 0.73423 1.62984  0.13
H 0.34835 1.84139 0.64378  0.09
H 2.03940 0.45284 0.12781  0.11
H 1.65703 -0.42889 1.60552  0.12
H 0.62308 -2.22540 0.42091  0.12
H 1.72726 -1.69694 -0.85511  0.12

Atoms 1-2, force components in eV/Å:
0.151 -0.684 0.041
-1.133 -0.160 -2.108

=====

# C48H48IIrN13OPS

A molecular structure, C48H48IIrN13OPS in a non-equilibrium geometry (ωB97M-V/def2-TZVPD, OMol25).

Summary:
**Net charge**: +3
**Max |F|**: 4.5 eV Å⁻¹
**Kohn-Sham gap (alpha / beta)**: 6.06 / 5.07 eV
**Relative energy (zero: lowest compared OMol25 entry of this formula, charge and spin)**: 101.3 kJ/mol
**HOMO level (alpha / beta)**: -13.8254 / -13.8242 eV
**Multiplicity**: 2

Each line ends with the Löwdin charge.
Positions of all 114 atoms, in Å:
Ir -0.91186 -1.13297 -0.31582  1.41
N -4.18881 -0.22370 -1.15490  0.20
C -3.92879 -1.46819 -1.54228  -0.41
N -4.92102 -2.15556 -2.08726  0.20
C -4.66266 -3.40824 -2.44912  -0.41
N -5.62469 -4.12666 -3.00508  0.22
N -3.45368 -4.01368 -2.27714  0.20
C -2.54258 -3.26957 -1.72218  -0.32
N -2.67234 -1.98905 -1.32995  0.04
C -1.23798 -3.92726 -1.44552  -0.23
C -0.93933 -5.15356 -2.01309  0.02
C 0.28842 -5.74029 -1.74576  0.01
C 1.17545 -5.07628 -0.91446  0.00
C 0.80565 -3.85514 -0.38169  -0.10
N -0.37997 -3.28288 -0.63195  -0.04
H -5.09786 0.14560 -1.38366  0.13
H -3.41326 0.39508 -0.96552  0.02
H -6.53688 -3.72261 -3.14008  0.13
H -5.44848 -5.07595 -3.28680  0.13
H -1.67663 -5.62312 -2.64739  0.13
H 0.54393 -6.69976 -2.17558  0.14
H 2.13990 -5.49623 -0.66606  0.13
H 1.46732 -3.32630 0.28901  0.11
C 0.19619 3.19004 4.61911  -0.07
C -1.06160 3.10365 3.74829  -0.19
C -0.97964 2.00933 2.78199  -0.16
N -0.88497 1.14678 2.02672  0.17
H 0.11443 4.04744 5.28350  0.09
H 1.08655 3.31197 4.00365  0.07
H 0.31176 2.29633 5.22984  0.09
H -1.21410 4.02691 3.18545  0.12
H -1.95235 2.94673 4.35923  0.13
N -1.48005 0.57752 -1.01496  -0.30
P -1.13162 2.18349 -1.10483  0.92
C -0.85460 2.57456 -2.83436  -0.31
C -0.06984 3.67565 -3.17650  -0.06
C 0.07004 4.03311 -4.50996  -0.04
C -0.57434 3.29973 -5.49682  -0.04
C -1.35685 2.20272 -5.15617  -0.07
C -1.49651 1.83345 -3.82702  -0.09
C 0.28222 2.81045 -0.20134  -0.33
C 1.46529 2.07921 -0.22185  -0.09
C 2.58575 2.55778 0.43485  -0.05
C 2.52729 3.77123 1.11037  -0.04
C 1.35325 4.51239 1.11618  -0.05
C 0.22737 4.03581 0.45816  -0.08
C -2.59636 3.07941 -0.57105  -0.30
C -3.07066 4.14516 -1.33628  -0.05
C -4.21386 4.82509 -0.94010  -0.04
C -4.90047 4.43069 0.19871  -0.04
C -4.43820 3.36140 0.95776  -0.05
C -3.28860 2.68974 0.57749  -0.10
H 0.42530 4.25818 -2.40984  0.11
H 0.67446 4.88962 -4.77605  0.12
H -0.47529 3.59048 -6.53437  0.12
H -1.87170 1.64885 -5.93088  0.12
H -2.11626 0.98843 -3.55111  0.10
H 1.49835 1.14255 -0.76330  0.07
H 3.51200 1.99826 0.41205  0.11
H 3.40337 4.14685 1.62251  0.12
H 1.31655 5.46654 1.62538  0.12
H -0.68456 4.62123 0.45383  0.11
H -2.55554 4.44969 -2.23795  0.11
H -4.56924 5.66105 -1.52704  0.12
H -5.79941 4.95458 0.49492  0.12
H -4.97655 3.05449 1.84500  0.12
H -2.92218 1.86526 1.17066  0.05
N 5.50459 -0.96292 3.14701  0.17
C 6.23112 -0.96084 4.31649  -0.18
C 7.60306 -0.98598 4.56985  -0.01
C 7.97317 -0.99645 5.89368  -0.06
C 7.02274 -0.99543 6.93948  -0.06
C 5.67499 -0.97834 6.68547  0.00
C 5.27269 -0.97646 5.34265  -0.21
N 4.00818 -0.99837 4.80547  0.19
C 4.18064 -0.98440 3.50810  -0.29
C 3.06058 -0.99795 2.58743  -0.10
C 3.17346 -0.89741 1.19778  0.01
C 2.04355 -0.93195 0.41471  -0.17
N 0.80028 -1.06306 0.91138  -0.11
C 0.68732 -1.13056 2.25566  -0.12
C 1.76574 -1.11467 3.10121  0.04
H 5.89156 -0.96845 2.22020  0.16
H 8.33782 -1.01492 3.77675  0.12
H 9.02477 -1.00434 6.14626  0.12
H 7.37534 -1.00379 7.96150  0.11
H 4.94261 -0.94447 7.48001  0.12
H 4.13160 -0.78507 0.70861  0.12
H 2.12067 -0.86366 -0.65822  0.08
H -0.30847 -1.19543 2.65789  0.09
H 1.62695 -1.18949 4.17051  0.13
I -4.64417 -1.25863 4.63261  0.98
C -3.42258 -1.80696 3.07315  -0.75
C -2.95854 -3.06511 2.75799  -0.09
N -2.17699 -2.94396 1.67163  0.04
N -2.11003 -1.66013 1.26346  -0.17
C -2.86281 -0.96427 2.11024  -0.19
H -3.13317 -4.02247 3.22094  0.14
H -1.68543 -3.66431 1.16936  0.14
H -2.97895 0.09491 1.99367  0.08
O 0.38916 -0.93420 -2.01407  -0.70
S 1.12270 -1.81340 -3.04357  1.04
C -0.09568 -2.51843 -4.19967  -0.28
C -0.14299 -1.61614 -5.42702  -0.20
C 1.27922 -1.09976 -5.62381  -0.20
C 1.73425 -0.60574 -4.25395  -0.27
H -1.04171 -2.60519 -3.66577  0.08
H 0.27534 -3.51748 -4.43551  0.11
H -0.81526 -0.78109 -5.23948  0.10
H -0.51159 -2.16052 -6.29514  0.13
H 1.32974 -0.28924 -6.34970  0.13
H 1.93198 -1.90099 -5.97530  0.13
H 1.25957 0.33569 -3.96575  0.10
H 2.81429 -0.52575 -4.14573  0.10

Atoms 1-2, force components in eV/Å:
0.324 -4.134 -1.751
0.039 -0.038 0.024

=====

# C4H8N2O

2 unconnected molecules or ions with the total composition C4H8N2O in a non-equilibrium geometry (ωB97M-V/def2-TZVPD, OMol25).

Summary:
**Max |F|**: 1.7 eV Å⁻¹
**Kohn-Sham gap**: 9.45 eV
**SMILES**: Cc1c[nH]cn1.O
**Relative energy (zero: lowest compared OMol25 entry of this formula, charge and spin)**: 138.8 kJ/mol
**HOMO level**: -8.5600 eV
**Multiplicity**: 1

Each line ends with the Löwdin charge.
Positions of all 15 atoms, in Å:
C 1.78764 -0.34042 1.67959  -0.05
C 0.71948 -0.87434 0.79981  -0.38
C 0.15359 -2.11453 0.96283  -0.07
N -0.75568 -2.21886 -0.05484  0.03
C -0.78729 -1.01162 -0.69389  -0.21
N 0.01680 -0.15845 -0.11472  0.09
H 2.23208 -1.11685 2.30026  0.07
H 1.38973 0.41416 2.35707  0.07
H 2.60851 0.14897 1.16793  0.07
H 0.21469 -2.77150 1.80787  0.11
H -1.57674 -2.79494 -0.13292  0.14
H -1.67947 -0.72254 -1.22410  0.11
H -1.87171 4.50797 -3.62716  0.03
H -1.35644 4.45129 -2.15533  0.04
O -1.09518 4.60167 -3.07239  -0.06

Atoms 1-2, force components in eV/Å:
0.213 0.536 0.461
-0.310 -0.578 1.295

=====

# C28H22N

2 unconnected molecules or ions with the total composition C28H22N in a non-equilibrium geometry (ωB97M-V/def2-TZVPD, OMol25).

Summary:
**Net charge**: +1
**Max |F|**: 1.4 eV Å⁻¹
**Kohn-Sham gap**: 4.17 eV
**Relative energy (zero: lowest compared OMol25 entry of this formula, charge and spin)**: 0.0 kJ/mol
**HOMO level**: -10.1108 eV
**Multiplicity**: 1

Each line ends with the Löwdin charge.
Positions of all 51 atoms, in Å:
C -4.51421 1.63026 2.31298  -0.06
C -3.09174 2.07380 2.31074  -0.29
C -2.07759 1.14358 2.30583  0.00
C -0.73952 1.58544 2.30827  -0.18
C -0.45035 2.96524 2.31336  -0.21
N 0.92893 3.11419 2.31624  0.08
C 1.49565 1.85883 2.31307  -0.11
C 0.51040 0.90979 2.30916  -0.06
C -1.48740 3.90449 2.31583  -0.01
C -2.77899 3.45141 2.31501  -0.05
H -5.19050 2.48786 2.31314  0.08
H -4.73607 1.02742 1.42975  0.08
H -4.73390 1.02974 3.19841  0.08
H -2.30525 0.09304 2.29844  0.11
H 1.41413 4.01589 2.31723  0.17
H 2.55445 1.65595 2.31640  0.11
H 0.65562 -0.15693 2.30890  0.09
H -1.25204 4.95274 2.31904  0.11
H -3.58796 4.16092 2.31761  0.11
C 1.00522 -0.96824 -0.85375  0.09
C 2.36416 -1.36287 -0.49642  -0.13
C 3.44598 -0.46452 -0.49933  0.00
C 4.74174 -0.91459 -0.35872  -0.04
C 5.00178 -2.26372 -0.19227  -0.03
C 3.95480 -3.16655 -0.15449  -0.04
C 2.65889 -2.72668 -0.30484  0.01
C -0.15404 -1.81141 -0.64419  -0.11
C -1.09819 -1.56805 -1.67020  -0.09
C -2.23480 -2.35590 -1.80100  0.03
C -2.45707 -3.35177 -0.87209  -0.02
C -1.58141 -3.54207 0.19379  -0.04
C -0.43577 -2.78537 0.32303  0.00
C -0.60414 -0.46740 -2.46945  -0.09
C 0.63947 -0.05536 -1.92463  -0.08
C 1.30128 1.02905 -2.51552  0.03
C 0.75012 1.62936 -3.62902  -0.04
C -0.43841 1.16884 -4.18831  -0.02
C -1.12903 0.12457 -3.61105  0.02
H 3.25451 0.58949 -0.59635  0.10
H 5.56369 -0.21660 -0.38998  0.12
H 6.01867 -2.61263 -0.09682  0.12
H 4.16168 -4.21896 -0.03586  0.12
H 1.85478 -3.44144 -0.35479  0.11
H -2.89650 -2.21438 -2.63797  0.12
H -3.31148 -3.99807 -0.97691  0.12
H -1.79715 -4.30207 0.92585  0.12
H 0.21254 -2.89862 1.17584  0.12
H 2.20592 1.41212 -2.07989  0.10
H 1.24976 2.47118 -4.07767  0.12
H -0.82180 1.63244 -5.08109  0.12
H -2.03889 -0.25338 -4.04528  0.12

Atoms 1-2, force components in eV/Å:
-0.487 -0.002 0.015
0.298 0.195 -0.017